1.
18
Properties=species:S:1:pos:R:3:forces:R:3 method="wB97M-V/def2-TZVPD" spin_multiplicity=1 lumo_energy_ev="-0.1 / 0.2" energy_ev=-10264.4900 fmax_ev_per_a=2.72 mol_weight_g_mol=114.15 total_charge=0 e_above_lowest_ev=6.361
C -0.8545 1.5864 0.4221 -0.1987 -0.3164 -0.1128
N -0.6844 0.1617 0.6805 -1.8896 -0.4616 0.1639
C 1.7938 0.0559 0.3125 -0.7200 -0.7623 -0.3696
C -0.2101 -0.6733 -0.1320 2.5263 0.9805 0.2100
N 2.2337 0.5804 -0.8397 0.2760 0.1595 -0.3834
N -2.7008 -0.4261 0.4230 -0.7161 0.3468 0.4788
C -0.1613 -1.7093 -0.9408 0.0397 -0.1469 0.0293
N 2.3773 -0.0249 1.4048 0.0558 0.2593 0.1322
H 3.2010 0.8738 -0.9187 -0.1616 -0.0289 0.0496
H 1.7090 0.4342 -1.6844 0.0662 -0.0462 0.0972
H -2.8639 -0.7184 -0.5460 0.4427 0.0358 -0.0442
H -2.6971 -1.2994 0.9548 0.2354 0.0497 0.0044
H 1.8511 -0.3217 2.2181 -0.0943 -0.1550 -0.2171
H 0.0049 2.1120 0.8382 0.0420 0.0189 -0.0520
H -0.9713 1.8110 -0.6413 0.1129 -0.0017 0.0178
H -1.7616 1.8872 0.9397 0.1121 0.0506 0.0493
H 0.7851 -2.0451 -1.3382 -0.0190 -0.0804 0.0997
H -1.0509 -2.2845 -1.1525 -0.1100 0.0985 -0.1528

---

2.
18
Properties=species:S:1:pos:R:3:forces:R:3 method="wB97M-V/def2-TZVPD" spin_multiplicity=1 lumo_energy_ev="0.3 / 0.3" energy_ev=-10267.9593 fmax_ev_per_a=2.46 mol_weight_g_mol=114.15 total_charge=0 e_above_lowest_ev=2.892
C 1.5255 -1.6309 0.1476 -0.7588 0.5053 -0.4873
C -0.3075 2.0387 -0.9023 0.0011 -0.0300 -0.0229
C -0.6018 -0.3037 0.0556 0.4574 -0.7195 -0.1096
C -1.2308 0.9920 -0.3546 -0.3160 0.3692 -0.0563
N -1.3061 -1.0710 0.9465 -0.0263 0.0980 0.1201
N 2.6476 -0.7532 0.0316 -0.6047 1.3688 -0.6604
N 0.5250 -0.6514 -0.4742 -1.4855 -0.3807 0.5855
N -2.4739 1.2438 -0.2520 0.2299 -0.0905 0.0080
H -0.9008 -1.9331 1.2713 0.0582 0.0554 -0.0800
H -1.9050 -0.6065 1.6112 0.0411 0.0245 -0.0773
H 1.6728 -0.0036 -0.6105 2.2205 -0.7636 0.7437
H 2.7561 -0.2469 0.9100 0.0598 -0.1416 -0.0018
H -3.0140 0.4515 0.0972 0.1301 -0.0596 -0.0260
H 1.5945 -2.4928 -0.5202 -0.0241 -0.0714 0.2376
H 1.2397 -1.9177 1.1694 0.0054 -0.1041 -0.1776
H 0.5098 2.2422 -0.2079 0.0075 -0.0331 -0.0179
H -0.8690 2.9514 -1.0827 -0.0186 -0.0432 -0.0035
H 0.1378 1.6914 -1.8359 0.0231 0.0161 0.0255

---

3.
18
Properties=species:S:1:pos:R:3:forces:R:3 method="wB97M-V/def2-TZVPD" spin_multiplicity=1 lumo_energy_ev=0.2 energy_ev=-10265.7485 fmax_ev_per_a=2.40 mol_weight_g_mol=114.15 total_charge=0 e_above_lowest_ev=5.102
C -0.6010 0.6087 -0.4088 1.4761 0.7405 1.1489
C -0.1062 -0.7789 -0.4983 0.6836 2.2684 -0.3674
C 0.2532 -1.5979 0.7000 0.0961 0.3348 0.0133
N 0.9947 0.4448 -0.8472 -0.0524 -1.2813 -0.4024
N 2.0879 0.6114 0.0151 -0.3955 0.2479 0.0275
N -0.6922 1.4204 0.7462 0.4256 -0.8548 -1.9735
C -2.5497 -0.6297 -0.2276 -1.1760 -0.9050 0.0751
N -3.4027 0.1243 0.0047 -0.1831 0.3516 0.0069
H 1.1157 0.7054 -1.8236 0.1699 -0.3518 0.1365
H -1.0562 1.0549 -1.2884 -0.1339 -0.3872 0.2513
H -0.3198 -1.3079 -1.4205 -0.1050 0.1639 0.1864
H 2.9026 0.1390 -0.3610 -0.0865 0.0870 0.0340
H 2.2716 1.5995 0.1578 -0.0167 -0.0751 -0.0191
H -0.4047 0.9526 1.5964 -0.8963 0.4897 0.0751
H -1.4864 2.0492 0.6412 0.2230 -0.6197 1.0356
H 1.1679 -2.1600 0.5094 -0.1683 -0.1909 0.0009
H 0.4266 -0.9991 1.5910 0.0287 0.1320 -0.0501
H -0.6014 -2.2368 0.9135 0.1108 -0.1501 -0.1791

---

4.
18
Properties=species:S:1:pos:R:3:forces:R:3 method="wB97M-V/def2-TZVPD" spin_multiplicity=1 lumo_energy_ev="0.9 / 0.5" energy_ev=-10265.0089 fmax_ev_per_a=3.99 mol_weight_g_mol=114.15 total_charge=0 e_above_lowest_ev=5.842
C 0.3316 0.9023 1.1946 0.3806 0.8151 3.8845
C -0.4692 -0.1049 0.4593 1.1733 1.7587 -0.2923
N -1.5330 0.7055 -1.5090 -1.4642 -0.9349 0.1727
N -1.5989 -0.5595 1.2634 0.0919 -0.0962 -0.0576
N 1.5618 1.3891 0.8751 -0.6953 -0.8500 -0.5160
C 0.4205 -1.1865 -0.0876 -0.6983 -0.6240 -1.4690
C 1.1155 -1.1096 -1.2270 0.9298 0.1613 1.1914
N -0.7756 1.0224 -0.3985 1.1104 -0.6616 -2.6906
H -0.0229 1.1590 2.1893 0.1436 -0.0717 0.0336
H -1.5978 -0.3065 -1.6597 -0.0387 0.5014 -0.1327
H -1.2457 1.1734 -2.3610 0.0819 0.1902 0.4193
H -2.2605 -1.0463 0.6703 -0.0557 -0.0175 0.0729
H -1.2964 -1.1977 1.9939 -0.0337 0.0003 -0.1596
H 2.0456 2.0492 1.4651 -0.4157 -0.0487 -0.2199
H 1.8445 1.2968 -0.0901 0.1188 0.1425 0.1001
H 0.3577 -2.1302 0.4436 0.2083 -0.0896 0.0818
H 1.3093 -0.1678 -1.7208 -0.6009 0.1387 -0.3006
H 1.8134 -1.8887 -1.5008 -0.2361 -0.3140 -0.1180

---

5.
18
Properties=species:S:1:pos:R:3:forces:R:3 method="wB97M-V/def2-TZVPD" spin_multiplicity=1 lumo_energy_ev=0.9 energy_ev=-10267.5988 fmax_ev_per_a=2.81 mol_weight_g_mol=114.15 total_charge=0 e_above_lowest_ev=3.252
C 0.6794 -1.8196 0.1504 0.0580 0.3595 0.0407
C 0.4453 -0.5402 -0.1544 2.4388 1.3704 -0.3064
C -0.8608 0.0433 -0.3692 -1.5393 -0.2804 0.4600
N -1.8536 -0.5618 0.1372 0.4102 0.2210 0.1894
C -3.1482 0.0466 0.1257 -0.2488 0.0751 -0.3893
N 1.5127 0.4458 -0.3785 -0.2183 -1.2224 0.1899
N 1.2094 1.8024 -0.1965 -0.4104 0.0177 0.0067
N 2.7928 0.1185 0.1087 0.0668 -0.1138 -0.1754
H -0.1559 -2.4688 0.3336 -0.2311 -0.0856 -0.1809
H 1.6656 -2.2437 0.2387 0.1295 0.1314 0.1069
H -0.9197 1.0036 -0.8927 -0.0791 -0.1488 0.1333
H -3.1606 1.0492 -0.3236 -0.0635 -0.0481 0.0001
H -3.8278 -0.6119 -0.4182 -0.1307 0.0967 -0.0056
H -3.5154 0.1027 1.1523 0.0034 0.0450 -0.0371
H 1.4203 2.1248 0.7499 0.0332 -0.2397 -0.1707
H 1.7685 2.3409 -0.8513 -0.0440 -0.1690 0.1716
H 3.1956 -0.6024 -0.4818 -0.0337 0.0908 0.1077
H 2.7524 -0.2293 1.0698 -0.1411 -0.0997 -0.1409

---

6.
18
Properties=species:S:1:pos:R:3:forces:R:3 method="wB97M-V/def2-TZVPD" spin_multiplicity=1 lumo_energy_ev=-10.7 energy_ev=-10248.5173 fmax_ev_per_a=6.33 mol_weight_g_mol=114.15 total_charge=+2 e_above_lowest_ev=4.823
C -1.2783 0.3443 1.1900 2.0908 1.8234 2.1579
N -0.6817 -0.1630 -0.0012 2.6641 -1.3348 -1.5396
C -1.3769 0.1912 -1.2712 -0.4401 2.2192 0.6476
N -0.4877 -1.5398 -0.0185 -0.5145 0.4646 0.4477
C 0.7097 -1.8746 -0.0083 0.1305 -0.9667 -0.9793
N 1.7410 -0.9187 -0.1374 1.2822 0.3734 0.1131
C 1.3767 0.3219 -0.0789 -4.4739 -4.4697 -0.1693
N 1.6544 1.4992 0.0983 0.5536 4.0473 1.4355
H -0.4927 0.3343 2.0065 -0.8405 0.1317 -0.7825
H -1.4359 1.3469 0.8290 -0.7164 0.7601 1.0317
H -2.1357 -0.1057 1.6699 -0.5527 -0.5758 -0.8532
H -0.6821 0.0329 -2.0598 0.0270 -0.4631 -0.9001
H -2.2462 -0.3991 -1.2079 -0.9838 -1.2588 -0.7214
H -1.8243 1.2336 -1.3196 1.1748 -0.8897 0.4892
H 1.0386 -2.8831 -0.1440 -0.0390 -0.6585 0.3888
H 2.6813 -1.3587 -0.2693 -0.5730 1.0596 0.0677
H 2.5772 1.7463 0.4905 -0.1808 0.3897 -0.4097
H 0.8625 2.1921 0.2320 1.3917 -0.6519 -0.4243

---

7.
18
Properties=species:S:1:pos:R:3:forces:R:3 method="wB97M-V/def2-TZVPD" spin_multiplicity=1 lumo_energy_ev=-7.9 energy_ev=-10250.5845 fmax_ev_per_a=3.71 mol_weight_g_mol=114.15 total_charge=+2 e_above_lowest_ev=2.756
C 0.5201 0.5547 0.7804 -1.8334 -0.3286 0.9280
C -2.9452 0.0996 0.0286 0.5909 -1.3874 3.3945
C 2.5262 0.0176 -0.1639 0.2735 1.5996 -0.8851
C 0.2638 -0.5845 0.1055 0.5692 0.9458 -1.2854
N 1.8501 0.8019 0.8888 -2.1088 -1.2344 -1.2334
N -3.0596 0.9434 -0.8933 -0.8109 -1.6127 -2.5561
N -2.7687 -0.5210 0.9956 -0.7610 0.7590 -2.1137
N 1.5589 -1.0913 -0.4759 0.0999 -1.3540 0.3813
H -0.2611 1.2019 1.3436 1.6307 -1.2542 -1.0753
H 2.7649 0.4964 -1.1875 -0.5038 -0.1527 1.8567
H 3.3957 -0.2792 0.3242 1.7438 -1.2124 0.0523
H -0.5219 -0.9716 -0.4646 -1.4514 -0.3284 0.0688
H -3.2248 0.4839 -1.8287 0.0965 1.5785 0.8160
H -2.7105 1.8441 -0.6864 0.2220 1.5005 -0.5472
H 1.9839 1.7023 1.2422 1.7437 1.5269 0.1422
H -2.6427 -1.3614 1.4958 0.1410 -0.7614 1.0229
H 1.6097 -1.3096 -1.5173 -0.5169 0.4633 1.5805
H 1.6610 -2.0272 0.0127 0.8752 1.2526 -0.5469

---

8.
16
Properties=species:S:1:pos:R:3:forces:R:3 method="wB97M-V/def2-TZVPD" spin_multiplicity=1 lumo_energy_ev=4.0 energy_ev=-7846.6207 fmax_ev_per_a=1.65 mol_weight_g_mol=88.13 total_charge=-1 e_above_lowest_ev=0.916
C 1.3617 1.3432 -1.0050 0.9788 -1.0046 0.1661
N 0.9441 0.1586 -0.2901 0.0599 0.1212 -0.4156
C -0.3898 0.0773 0.2496 -1.0291 -0.5287 0.5420
C -1.3189 -0.7334 -0.6632 0.0930 -1.1601 -1.1765
C -0.3032 -0.7032 1.6165 -1.5481 -0.5184 0.2063
O -1.4820 -1.1679 2.0904 0.1951 0.4434 -0.1099
H 0.6022 1.6970 -1.6879 -0.3654 0.0992 0.0031
H 2.2162 1.0351 -1.6221 0.0343 0.3046 -0.1408
H 1.7270 2.1509 -0.3656 -0.2486 0.4108 0.1184
H 1.6384 -0.2185 0.3523 -0.2707 0.3746 -0.1287
H -0.9022 1.0422 0.3998 0.5980 0.2017 0.2347
H -1.3078 -1.7745 -0.3209 0.0547 0.0536 0.0078
H -2.3839 -0.5167 -0.7801 0.0642 0.5980 0.7251
H -0.9707 -0.7573 -1.7109 0.3120 0.2123 0.2241
H 0.3582 -1.5749 1.3744 0.5989 0.1548 -0.0923
H 0.2108 -0.0580 2.3627 0.4733 0.2376 -0.1639

---

9.
16
Properties=species:S:1:pos:R:3:forces:R:3 method="wB97M-V/def2-TZVPD" spin_multiplicity=1 lumo_energy_ev=4.3 energy_ev=-7846.3541 fmax_ev_per_a=3.30 mol_weight_g_mol=88.13 total_charge=-1 e_above_lowest_ev=1.182
C -0.6319 -0.0373 -1.5980 -2.7310 -0.0506 1.8589
C -0.2376 -0.6823 -0.2330 1.6852 -0.2375 -0.6575
N -1.2487 -1.5737 0.3856 -1.1040 0.8434 0.5250
C 0.1138 0.3041 0.9106 2.2501 0.4414 -1.8674
C 1.5015 1.0327 0.6744 1.4455 0.5135 1.5338
O 1.7526 1.7361 -0.4059 -0.7701 0.0233 -0.9145
H 0.1965 0.5501 -1.8380 1.4197 0.9538 -0.8682
H -0.9955 -0.7181 -2.4047 0.5788 0.1606 0.6907
H -1.4812 0.6982 -1.3958 0.7880 -0.7649 -0.3035
H 0.7752 -1.2156 -0.4999 -1.8068 0.3688 0.7768
H -1.3624 -1.1117 1.3606 -0.5325 -1.4019 -2.2661
H -2.1430 -1.4878 -0.1724 1.2107 -0.0562 1.1845
H -0.6806 1.0249 1.0195 -0.5639 0.1296 0.5188
H 0.3958 -0.3577 1.7345 -0.7686 0.2838 0.5664
H 1.8412 1.6810 1.6409 -1.2174 -1.0020 -0.6279
H 2.2042 0.1570 0.8216 0.1164 -0.2051 -0.1497

---

10.
16
Properties=species:S:1:pos:R:3:forces:R:3 method="wB97M-V/def2-TZVPD" spin_multiplicity=1 lumo_energy_ev=3.8 energy_ev=-7846.3488 fmax_ev_per_a=1.97 mol_weight_g_mol=88.13 total_charge=-1 e_above_lowest_ev=1.187
C -1.1424 -2.5879 0.6894 -0.4939 0.0039 -0.2246
N -1.0140 -1.5805 -0.3398 0.0627 -0.0130 0.0861
C -0.7229 -0.1868 0.0645 0.0401 -0.4531 -1.5593
C 0.6354 0.3023 -0.4142 1.1547 0.1471 0.7650
C 0.8271 1.8662 -0.4512 -1.9194 0.4389 0.1514
O 1.6047 2.4277 0.4581 0.4772 -0.1715 -0.0341
H -0.7926 -2.2476 1.6633 0.3059 0.0481 0.1188
H -0.6171 -3.5062 0.4177 0.0467 -0.0073 0.0806
H -2.2013 -2.8474 0.8268 0.0292 -0.1483 0.1059
H -0.4053 -1.8705 -1.0880 0.1719 0.0609 0.1769
H -0.7498 -0.1066 1.1432 -0.2687 0.1400 0.2886
H -1.4949 0.4207 -0.4057 -0.1427 0.3438 0.3761
H 1.3644 -0.1257 0.2911 0.1457 0.3331 -0.0871
H 0.9762 -0.0536 -1.3837 -0.6146 -0.5212 -0.4476
H 0.9790 2.1350 -1.5388 0.7018 -0.1335 0.0346
H -0.2733 2.2289 -0.3897 0.3034 -0.0679 0.1690

---

11.
16
Properties=species:S:1:pos:R:3:forces:R:3 method="wB97M-V/def2-TZVPD" spin_multiplicity=1 lumo_energy_ev=3.8 energy_ev=-7845.9050 fmax_ev_per_a=3.34 mol_weight_g_mol=88.13 total_charge=-1 e_above_lowest_ev=1.631
C 0.7650 -1.8118 -1.2674 0.3562 -2.7961 -0.7298
C 0.8382 -0.7206 -0.2216 0.1208 -0.5481 1.0983
C -0.3522 0.2109 -0.4432 0.2602 0.9936 -0.2175
N -0.2739 1.3662 0.3916 0.4874 0.4748 -0.5284
C -0.8908 1.5059 1.7277 3.0494 -0.6911 0.8392
O -1.6073 2.5819 1.8151 -0.7308 -0.2168 0.3235
H -0.3093 -2.2036 -1.3877 1.4769 0.0107 0.8820
H 0.8486 -1.4211 -2.2851 0.7566 0.2140 -0.0107
H 1.5685 -2.7532 -1.1450 -2.2334 2.4706 -0.2878
H 0.6918 -1.1730 0.7844 0.5985 0.2376 -0.4071
H 1.8196 -0.1086 -0.2494 -1.6711 -1.0104 0.0903
H -1.3652 -0.2850 -0.5468 0.8302 -0.0612 0.5546
H -0.0927 0.5426 -1.4276 -0.4569 0.6215 -1.1170
H -0.5517 2.2549 0.0263 -0.1782 0.2272 -1.0810
H -1.2921 0.4402 1.8439 -0.4129 0.5371 0.8453
H 0.2036 1.5743 2.3849 -2.2531 -0.4635 -0.2538

---

12.
16
Properties=species:S:1:pos:R:3:forces:R:3 method="wB97M-V/def2-TZVPD" s_squared=0.754 spin_multiplicity=2 lumo_energy_ev="0.5 / 0.4" energy_ev=-7844.3180 fmax_ev_per_a=2.07 mol_weight_g_mol=88.13 total_charge=0 e_above_lowest_ev=1.459
O 1.4171 0.5249 1.6300 0.1729 -0.2536 0.1271
C 1.6525 0.4348 0.3501 -0.4680 0.7708 0.6465
C 0.4783 -0.0356 -0.4550 1.3403 -1.3346 -0.8350
N -0.6913 0.0053 0.4467 -1.3605 0.0019 -0.4536
C -1.5078 1.2249 0.4469 -0.7114 1.5180 0.3833
C 0.6964 -1.5200 -0.8456 -1.7897 -0.0906 -0.9981
H 2.5749 0.7523 -0.1329 -0.1181 0.0444 -0.0124
H 0.2791 0.5095 -1.3795 -0.3180 0.2670 0.1052
H -1.3514 -0.7260 0.1989 0.2868 -0.3092 -0.1639
H -0.3143 -0.2052 1.3922 0.7788 0.6689 0.1468
H -1.1107 2.0785 0.9960 0.5439 -0.6235 0.4404
H -2.4881 0.9878 0.8559 0.0500 -0.0475 0.1629
H -1.6901 1.6802 -0.5231 0.2685 -0.7540 -0.5241
H -0.2654 -2.0316 -1.0886 -0.0092 0.1494 0.4535
H 1.1824 -2.0609 -0.0544 0.4686 -0.2322 0.0886
H 1.1384 -1.6191 -1.8377 0.8649 0.2249 0.4328

---

13.
16
Properties=species:S:1:pos:R:3:forces:R:3 method="wB97M-V/def2-TZVPD" spin_multiplicity=1 lumo_energy_ev=-4.3 energy_ev=-7838.9076 fmax_ev_per_a=6.42 mol_weight_g_mol=88.13 total_charge=+1 e_above_lowest_ev=2.409
C 1.1529 -0.1340 0.2335 2.8399 -0.9087 -0.1103
C 1.2473 0.4178 1.5329 -3.8242 0.8552 3.3642
C 0.4893 -0.3503 -1.9708 -1.3818 0.7757 -3.0001
C -2.4439 -0.1397 0.6311 -4.9100 -4.1423 0.0262
N 0.4481 0.2838 -0.7263 0.2897 1.2342 0.6810
O -1.7831 0.7792 0.3482 1.5492 2.0936 0.1495
H 1.9412 -0.9312 0.0284 -1.5559 0.6697 -0.1700
H 1.2864 -0.3143 2.3525 -0.2817 -0.7207 -0.6142
H 0.3229 1.0309 1.8289 1.3892 -0.5236 -0.7050
H 2.0942 0.9292 1.8627 1.8227 1.3168 -0.5512
H 1.2172 -1.1528 -2.0665 0.1648 0.3720 0.0586
H 0.6031 0.5341 -2.6922 0.0622 -1.8433 0.3420
H -0.5236 -0.7755 -2.0891 0.4213 0.0647 -0.5339
H -2.8759 -0.5200 1.6398 1.4337 1.1335 -0.5968
H -3.0091 -0.7980 -0.1700 1.2810 0.9578 0.6550
H -0.1671 1.1408 -0.7431 0.7000 -1.3346 1.0049

---

14.
16
Properties=species:S:1:pos:R:3:forces:R:3 method="wB97M-V/def2-TZVPD" spin_multiplicity=1 lumo_energy_ev=-5.2 energy_ev=-7839.3962 fmax_ev_per_a=3.51 mol_weight_g_mol=88.13 total_charge=+1 e_above_lowest_ev=1.921
C -0.1767 -2.4226 1.3332 0.0798 -0.0209 -0.1331
C -0.0763 -1.2005 0.4784 -0.5684 -0.4452 0.3588
C -0.2668 0.0563 0.8647 1.3252 -0.2520 0.0688
N 0.2536 1.1375 0.0737 -2.8436 1.6946 -1.1543
C 0.2062 2.3399 0.5199 0.3747 0.0462 1.2627
H -1.1258 -2.5378 1.8460 -0.2242 -0.1520 -0.1118
H 0.5834 -2.4046 2.1016 0.2329 0.3303 0.3550
H 0.0966 -3.2909 0.7377 -0.5345 -0.1170 -0.0106
H 0.0805 -1.4241 -0.5556 0.9072 0.3395 -0.4917
H -0.7495 0.3765 1.7760 0.4563 -0.0736 0.3164
H 0.1300 1.1063 -0.9594 0.5472 -1.0852 0.4290
H 0.0431 3.2460 -0.0525 0.7105 -0.3292 -0.6341
H 0.2808 2.4847 1.5932 -0.3378 -0.1063 0.0664
H -0.4169 0.7252 -3.1087 0.2169 0.1068 0.1897
H 0.0750 -0.6671 -3.0205 0.3181 -0.0805 0.3877
O 0.1246 0.1658 -2.5269 -0.6603 0.1446 -0.8988

---

15.
16
Properties=species:S:1:pos:R:3:forces:R:3 method="wB97M-V/def2-TZVPD" spin_multiplicity=1 lumo_energy_ev="-7.0 / -4.8" energy_ev=-7833.9150 fmax_ev_per_a=5.01 mol_weight_g_mol=88.13 total_charge=+1 e_above_lowest_ev=7.402
C 1.4532 0.4181 0.1485 0.4446 1.9337 -2.1322
C 2.6177 1.2090 -0.3669 -2.5809 1.4635 -3.4935
C -1.5998 -1.6786 -0.0450 -0.3754 -3.0477 -3.9600
C -2.1646 0.6226 0.0214 0.9499 1.6958 0.8172
N -1.3072 -0.4018 0.2826 2.5867 0.4608 1.7201
O 1.6805 -0.3121 1.0837 0.8519 -3.0111 2.1391
H 2.1901 2.2452 -0.5806 0.8872 -1.0410 0.6392
H 3.4333 1.1605 0.2633 1.5960 0.2457 1.8192
H 3.0314 0.9421 -1.3745 -0.8991 -0.2935 0.5916
H -2.1290 -2.4722 0.5528 0.1419 1.3799 0.4227
H -0.5940 -2.1271 -0.1918 -0.5926 -0.4105 -0.1536
H -2.2017 -1.7245 -1.1037 1.2243 0.0344 2.1688
H -3.0031 0.2653 -0.4432 -2.4504 -0.2913 -1.5955
H -1.6653 1.4795 -0.4600 -0.3609 -0.2883 0.0880
H -2.3986 0.9259 1.0353 -0.5269 0.7813 0.4553
H 2.6571 -0.5520 1.1781 -0.8963 0.3882 0.4738